# 1
75
Properties=species:S:1:pos:R:3 method="wB97M-V/def2-TZVPD" total_charge=0 e_homo_ev=-7.9 lumo_ev=-1.844 e_above_lowest_kcal_mol=10.0 homo_lumo_gap_ev=6.1
Ta -0.2506 -0.1153 0.0269
O -0.6492 -0.2477 1.8848
O -0.4392 -4.3932 -0.4081
O 0.5199 4.2134 2.6835
O -4.0580 1.3868 -1.3090
O -0.0892 3.0468 5.3487
O -1.2917 0.3597 4.8742
O 0.3117 1.7759 0.7448
N 1.7479 0.1132 -0.4253
N -2.0749 -1.3523 -0.5800
N -1.8477 1.1596 -0.6540
N 0.2677 -2.1935 -0.2072
C 3.6672 0.5280 -1.5161
C -4.3514 -2.8455 -0.9920
C -2.1812 4.6072 0.6960
C 3.9756 0.1870 -0.1685
C -0.2239 2.5089 4.2966
C -0.6539 -3.2046 -0.3636
C -3.2301 -0.7603 -0.8605
C -1.8632 2.6162 -0.5851
C 1.7863 -2.7050 -2.6446
C 3.3045 -3.8279 1.1915
C 0.0232 1.9363 1.9914
C 2.3113 0.5034 -1.6349
C 2.3509 -2.9545 -1.2753
C 1.4689 0.9336 -2.7849
C -0.7665 1.0714 4.0612
C -1.6390 5.3561 -0.3357
C -0.4888 0.8651 2.6561
C 4.1218 -3.8837 0.0752
C 2.0195 -3.3043 1.1108
C -2.0245 -2.6799 -0.5572
C -3.1130 2.4811 1.6287
C 2.6156 -0.2198 1.9560
C 1.1208 -3.3614 2.3178
C 2.8012 -0.0311 0.4860
C 3.6338 -3.4727 -1.1530
C 1.5893 -2.7984 -0.1166
C -3.1108 0.7112 -0.9803
C -1.3366 4.7414 -1.5377
C 0.1874 3.0904 2.9149
C -2.3368 3.2319 0.5767
C -4.3974 -1.4624 -1.0719
C -1.4820 3.3658 -1.6935
C -1.4072 2.7538 -3.0653
C -3.1372 -3.4698 -0.7458
H 1.0755 1.9397 -2.6296
H 1.3514 -3.6284 -3.0396
H -2.7742 1.4586 1.7797
H -4.1630 2.4268 1.3291
H 3.4988 -0.7010 2.3726
H 2.4900 0.7411 2.4635
H 2.0614 0.9476 -3.6996
H 4.3577 0.7919 -2.3038
H -0.8894 3.4129 -3.7623
H 2.5615 -2.3727 -3.3346
H 0.6228 0.2603 -2.9792
H 0.9959 -1.9624 -2.6421
H -3.0182 -4.5430 -0.7058
H 1.7067 -3.3157 3.2359
H -5.2479 -3.4323 -1.1401
H -5.2971 -0.9088 -1.3004
H 1.7647 -0.8408 2.2170
H -2.4997 5.0948 1.6102
H 0.5649 -4.3016 2.3180
H -0.9170 1.7873 -3.0827
H -3.0716 2.9994 2.5875
H -1.0076 5.3332 -2.3840
H 0.3886 -2.5548 2.3482
H 3.6611 -4.2001 2.1460
H 5.1274 -4.2790 0.1569
H 4.9532 0.1305 0.2858
H 4.2487 -3.5660 -2.0415
H -2.4219 2.5983 -3.4424
H -1.5028 6.4236 -0.2184



# 2
13
Properties=species:S:1:pos:R:3 method="wB97M-V/def2-TZVPD" total_charge=0 e_homo_ev=-8.6 smiles="C/C=C/OC" lumo_ev=1.120 e_above_lowest_kcal_mol=31.8 homo_lumo_gap_ev=9.8
O 0.5245 -0.0524 -1.4234
C -0.2995 -0.7205 2.2379
C -0.4118 -0.1229 0.8039
C 0.5040 -0.4602 -0.1219
C -0.1977 1.1759 -1.6057
H 0.0632 1.5878 -2.6097
H -1.2856 0.9504 -1.5057
H 0.1427 1.9105 -0.8155
H -0.6182 -1.7901 2.2868
H 0.7542 -0.6793 2.5497
H 1.3735 -1.1239 0.0508
H -0.9279 -0.2122 2.9513
H -1.2676 0.5420 0.5940



# 3
82
Properties=species:S:1:pos:R:3 method="wB97M-V/def2-TZVPD" total_charge=+1 e_homo_ev=-9.8 lumo_ev=-3.892 e_above_lowest_kcal_mol=35.6 homo_lumo_gap_ev=6.0
La -0.2248 -0.2547 2.0551
Se 2.5860 -1.4420 3.0996
P -1.3798 -2.2694 -3.1667
P -3.8337 -2.6477 -1.1494
C -0.2872 2.4549 0.5194
C 4.9737 -0.1411 2.4630
C 1.1115 2.3546 -3.9329
C 5.4828 0.9876 4.9677
C -0.0253 -3.5044 -2.9472
C 6.3863 1.2119 3.9065
C 6.1075 0.6434 2.6473
C 2.0292 2.1130 2.6460
C 4.0670 -0.3973 3.5276
C -0.3267 1.9172 -3.8012
C 2.7718 0.4988 -2.2339
C -0.0003 1.2021 4.0367
C -2.7447 -3.4371 -3.7150
C -3.6657 -3.8863 -2.5708
C -3.0859 1.5743 1.9370
C 0.2586 0.1909 -2.0352
C -5.4405 -3.3398 -0.5234
C -2.4667 0.7374 4.8424
C 0.6654 0.7350 5.2758
C 4.3616 0.1599 4.8038
C 1.5850 -0.3472 -2.6280
C 0.5865 1.8321 2.8870
C 2.6159 1.7872 -1.8615
C -1.4155 1.0731 3.8186
C -0.9413 -1.6954 -4.8724
C -0.6825 0.9052 -2.9722
C -1.7135 1.5898 2.5168
C -4.6322 -1.2890 -2.1380
C 1.8060 2.8194 -2.6253
C -0.4825 2.0996 1.9475
H 1.1497 3.3496 -1.9052
H 2.5016 3.6160 -2.9498
H -1.1368 3.0537 0.1464
H -3.4953 0.5505 1.8784
H 1.7165 1.5637 -4.4185
H -0.2768 -0.6277 -1.4876
H 2.5372 1.2531 2.1722
H -0.8677 -2.5567 -5.5771
H -3.4652 0.9209 4.4230
H 0.6681 2.9841 0.3616
H -6.1265 -3.5485 -1.3569
H 0.6768 -3.1470 -2.1840
H 1.6938 1.1017 5.3739
H 6.7845 0.8074 1.8017
H -5.2579 -0.7093 -1.4448
H -3.3260 -2.9281 -4.5052
H 5.6813 1.4854 5.9290
H 1.1132 3.2171 -4.6296
H 0.0341 -1.1710 -4.8284
H 2.5487 2.2966 3.5959
H -1.7221 0.5406 -2.8725
H 3.7037 -0.0415 5.6553
H -3.7491 2.1687 2.5874
H -3.8696 -0.6166 -2.5491
H -5.2401 -4.2652 0.0275
H 7.2920 1.8228 4.0429
H -0.4540 -4.4527 -2.6024
H -5.8935 -2.6166 0.1661
H 0.0730 1.0323 6.1538
H -4.6774 -4.1215 -2.9472
H -2.4544 -0.3023 5.1714
H -5.2527 -1.6987 -2.9511
H -3.2746 -4.7998 -2.0889
H 0.7123 -0.3611 5.2604
H 3.6949 -0.0825 -2.0348
H -1.6779 -0.9666 -5.2848
H -3.1118 2.0127 0.9328
H 0.5138 -3.6555 -3.8927
H -1.0158 2.3582 -4.5662
H -2.2586 -4.3153 -4.1704
H -0.2616 1.5429 -0.1207
H -2.3470 1.3733 5.7453
H 4.7568 -0.5531 1.4792
H 3.2887 2.2245 -1.1129
H 1.7345 -1.3381 -2.1734
H 0.5928 0.8857 -1.2352
H 1.5236 -0.4960 -3.7125
H 2.1750 2.9735 1.9730



# 4
22
Properties=species:S:1:pos:R:3 method="wB97M-V/def2-TZVPD" total_charge=-1 e_homo_ev=-4.7 lumo_ev=3.833 e_above_lowest_kcal_mol=12.9 homo_lumo_gap_ev=8.5
O 2.1890 0.9440 1.3084
O -1.5723 0.0928 0.5853
O -0.0083 0.0662 2.5260
O 1.6876 -2.5871 1.1958
O -2.4472 -1.5922 -1.1332
N 0.1815 0.2639 -0.9809
C -1.0205 0.9143 -0.3919
C 0.6278 0.9738 -2.1461
H -0.7072 0.4226 3.0727
H 1.6000 0.9115 2.0874
H -2.1577 -2.2439 -0.4819
H 1.6125 -1.8615 0.5578
H 1.4138 -2.0981 1.9856
H -1.7448 1.0271 -1.2154
H 1.0020 1.9810 -1.9289
H -0.6738 1.8414 0.0786
H -0.1260 -0.6698 -1.2163
H -2.4343 -0.8288 -0.4948
H -0.0639 0.9740 -3.0011
H 1.5614 0.5552 -2.5612
H -0.5543 -0.0955 1.6316
H 1.6346 1.0091 0.5225



# 5
192
Properties=species:S:1:pos:R:3 method="wB97M-V/def2-TZVPD" total_charge=+1 e_homo_ev=-9.3 lumo_ev=-1.249 homo_lumo_gap_ev=8.0
F -0.5916 1.7006 -4.7717
F 4.7863 3.6650 0.6733
F 0.6952 -5.2484 0.4187
F -1.0812 -2.9298 5.2129
F 6.8276 2.9008 0.8692
F -1.6568 -0.1903 -4.6446
F -1.2188 0.8527 -2.8842
F 3.3839 4.0183 6.1306
F 0.5085 -4.1433 5.9739
F -0.8843 -6.3002 -0.5913
F 0.2684 -3.6912 3.8774
F 6.0533 3.4134 -1.0335
F 4.3049 3.1029 4.2531
F 3.4738 1.9603 6.0132
F 0.4684 -4.9508 -1.6327
O 2.3908 -2.5229 4.6428
O -3.0035 2.2094 -5.6585
O -0.9078 2.8348 6.4349
O 0.9440 -7.7959 -2.1228
O 0.8353 -0.8932 4.5596
O 3.8279 1.3935 -0.5882
O 1.8193 3.9212 3.6280
O 2.5752 -6.5837 -1.0485
O 1.5370 1.8100 4.1456
O -0.0607 0.3436 1.1965
O 4.1455 -1.9564 -1.5854
O 5.2109 0.7694 1.1618
O -5.0883 1.2390 1.6238
O -3.9936 1.5497 -3.6395
N 5.5480 -3.6282 -0.8470
N 3.1943 1.3285 -3.8308
N 1.9656 2.3590 1.1530
N -3.2431 -0.0730 1.7955
N -7.0484 1.4351 -1.8332
N -2.2542 1.0904 6.9914
C 2.3061 0.2412 -3.2268
C 5.3022 -0.7344 0.8946
C 2.1771 -9.8776 -1.7987
C -5.1367 2.5099 -6.6731
C -1.6046 2.2384 7.2304
C 0.3787 -5.9254 -0.6831
C -3.8805 -1.2951 1.5892
C 2.8688 2.6536 -3.2077
C -3.8735 1.1031 1.7768
C 2.0265 -0.9320 -4.1196
C 0.8522 -3.1269 -4.1843
C 3.5010 -2.5000 5.5434
C 6.7876 -3.1307 -1.4463
C 0.7768 -9.1960 -1.8963
C 1.4614 -2.1207 -3.3038
C 0.2156 -3.2124 5.0281
C -4.5305 -1.3596 -2.6766
C 1.5050 5.4391 3.8979
C -2.9549 2.2781 2.0858
C 5.0912 1.4124 -0.0120
C 2.8131 1.6314 -5.3228
C 5.7060 2.8451 0.1852
C 3.7179 -1.1355 6.1293
C -6.3926 0.2534 -2.5118
C 3.0653 3.7687 -4.3355
C 4.6455 1.0698 -3.6971
C 0.0178 -0.9734 0.6009
C 4.7461 -1.5009 2.0007
C 3.3581 2.9772 -5.6172
C 4.3392 -3.0134 -0.8843
C -2.8587 1.9633 -4.1822
C 1.8568 3.0180 4.6892
C 0.5518 2.6950 0.8765
C -6.0497 2.5105 -1.6506
C -8.6965 2.4288 -0.3959
C -0.0828 1.4431 0.3009
C -7.8051 1.2154 -0.5189
C 3.2927 2.9880 5.2545
C -5.2431 -0.3666 -1.7586
C -8.1898 2.0202 -2.7139
C 3.2340 -3.5972 -0.0794
C -1.7210 2.8278 8.6565
C 0.7417 5.7996 5.0871
C -4.0168 1.5028 -6.3696
C -2.4212 0.6680 5.5886
C 1.1967 -2.0282 5.2059
C -9.0433 2.9110 -1.7820
C -1.6253 1.0694 -4.1473
C -3.1793 -1.8216 -2.1310
C 1.2671 -7.1090 -0.9938
C 0.6345 3.6968 -0.3112
H -5.4637 2.6547 -2.5486
H -4.9111 -1.0670 1.2973
H 0.1465 -9.4744 -2.7314
H 3.6668 -1.3290 2.0455
H 0.5113 6.8739 4.9940
H 1.4645 5.7035 5.9410
H 0.4443 1.0513 -0.5758
H -0.2392 5.3418 5.1290
H -6.0120 0.5144 -3.5001
H 2.9587 -6.9015 -1.8940
H 5.4982 -4.6084 -0.4576
H 2.3503 3.2174 1.4074
H 0.0680 -2.5829 -4.7406
H 0.6866 3.1993 -1.2599
H -9.5728 2.0557 0.0577
H -5.8615 1.9698 -7.3710
H 1.2194 3.2984 5.4687
H 3.5935 -4.2204 0.7470
H 1.5770 -0.6561 3.9683
H -1.0823 1.6035 -0.1826
H -8.4959 0.3752 -0.6666
H -2.9927 0.9760 7.7404
H -0.0512 -1.6169 1.4812
H 0.1276 -9.3212 -1.0650
H 1.0042 5.7714 2.9593
H 3.9963 -1.1415 7.1816
H -1.6420 1.2478 5.0269
H -8.8577 3.9502 -1.9721
H 5.2012 1.9738 -3.8018
H -7.1054 0.9094 0.3175
H -2.0181 1.8630 2.1487
H -3.1783 -2.3529 -1.1746
H 3.1091 1.7635 -0.0450
H -4.3553 -0.9911 -3.6826
H -3.4700 -1.9515 0.8271
H 4.8164 -2.5973 1.7884
H 2.1223 -10.9686 -1.8729
H 1.7819 2.6380 -2.9302
H 0.2736 -3.8299 -3.5728
H 2.9655 -1.2191 -4.5059
H 2.6856 -2.7537 0.3160
H -2.1628 -0.3946 5.5110
H -2.2680 0.0120 1.6639
H -8.3332 3.2720 0.2562
H 3.1750 0.8467 -5.9514
H 0.8001 -1.7278 -2.5080
H 5.8342 1.0180 -0.7837
H 7.4984 -3.8734 -1.3992
H 1.3129 -0.5873 -4.8666
H -2.9951 2.8458 1.1863
H -7.1687 -0.5314 -2.6349
H -4.7255 3.2962 -7.2844
H 1.5269 -3.5624 -4.8589
H -4.4249 0.6697 -5.7050
H -8.8031 1.1560 -2.9272
H -3.3347 2.7164 3.0195
H 4.9985 0.3622 -4.4921
H 0.0654 3.0126 1.7807
H 4.7141 -0.8382 0.0171
H 0.9339 1.3517 4.7363
H 2.0076 1.7207 1.9205
H 1.2816 -1.8326 6.2566
H -2.4427 2.9267 -3.8706
H 1.3763 0.7418 -2.9891
H -7.7611 2.3930 -3.6491
H -0.2373 4.3409 -0.2512
H 4.3432 -0.5211 5.5146
H -1.6907 2.0417 9.4648
H 2.5368 -9.6117 -0.8072
H 3.8218 4.5412 -4.0651
H -3.7942 -1.9190 2.4939
H -5.5467 -0.8162 -0.7670
H -2.5636 -0.9641 -2.0725
H -2.8036 -2.5184 -2.9104
H -4.5060 0.4815 -1.5992
H -10.1222 2.7832 -2.0009
H 2.2922 -2.6002 -2.8431
H -5.1814 -2.1885 -2.7302
H 2.5442 -4.1876 -0.6481
H 6.3710 -0.9301 0.6976
H 2.8155 -0.5355 5.9904
H 4.7955 0.5413 -2.6464
H 4.4355 2.8781 -5.8466
H 3.4562 2.7806 -2.3279
H -3.3872 0.8518 5.1985
H 2.8845 -0.0493 -2.3399
H 4.3273 -2.8378 4.9288
H 2.5491 5.8559 3.8690
H -5.2910 2.2856 -0.9067
H -3.6427 0.9277 -7.3192
H -6.6761 3.3852 -1.4374
H 7.1005 -2.1169 -0.9191
H 1.4998 4.4281 -0.0936
H 5.1842 -1.2116 2.9618
H 2.9173 3.2817 -6.5660
H 2.1622 4.2993 -4.6074
H 1.1898 -7.7685 -0.0967
H 3.2382 -3.2389 6.2969
H 0.9057 -1.1044 0.0556
H 6.5304 -3.0353 -2.4897
H -2.6214 3.4602 8.7389
H -5.5939 2.8860 -5.7569
H -0.8452 3.4649 8.9470
H 2.7408 -9.3932 -2.5623
H -0.8088 -1.1239 -0.0433
H 1.7447 1.5823 -5.2576



# 6
45
Properties=species:S:1:pos:R:3 method="wB97M-V/def2-TZVPD" total_charge=0 e_homo_ev="-9.7 / -9.7" s_squared=6.04 lumo_ev="-2.429 / -5.928" multiplicity=5 homo_lumo_gap_ev="7.3 / 3.8"
Cr 1.0433 0.5086 -1.5393
O 0.5813 -3.4793 4.0892
O 2.4240 -1.3691 -1.3349
O -4.9502 0.8379 -0.1454
O -0.8086 1.8578 2.2595
C -1.5752 1.2570 3.2904
C -3.5668 1.0449 -0.0591
C 0.4770 -2.5737 3.0159
C 3.3670 -1.7656 -0.3050
B -0.4924 1.7693 -2.3450
B -0.1692 -1.0193 -3.5617
B 2.3750 1.9601 -0.6093
B -0.0541 -0.2628 0.1184
H -3.1481 0.0671 -0.2970
H -0.7710 1.2520 1.5157
H 0.9984 -3.1099 2.2230
H -5.3268 1.7156 -0.2423
H 3.1341 2.7112 -0.4551
H -0.7105 0.5935 0.1268
H 1.4274 -3.4417 4.5412
H 0.4739 -0.8482 -2.7124
H -1.1402 0.9168 -2.2121
H -0.1609 2.0314 -1.3522
H 2.7355 0.9441 -0.6560
H -3.1052 1.7214 -0.7784
H 0.9626 0.0867 0.2107
H -3.5006 1.3058 0.9972
H -1.4105 0.2123 3.5540
H 2.7825 -1.9758 0.5907
H -1.1574 -0.8984 -3.1457
H -1.4336 1.8099 4.2190
H -1.0677 2.5755 -2.7731
H 4.0434 -2.5823 -0.5570
H -2.6073 1.2088 2.9430
H 3.8652 -0.8374 -0.0253
H -0.0054 -1.9578 -4.0684
H -0.1205 -0.7920 -0.8196
H 0.3873 1.5272 -2.9211
H 1.0467 -1.6666 3.2175
H 1.9090 2.2225 -1.5465
H 2.4466 -2.0648 -1.9960
H -0.1870 -0.8795 0.9937
H -0.0731 -0.2375 -4.2991
H -0.5446 -2.3574 2.7032
H 1.6066 1.9816 0.1479



# 7
8
Properties=species:S:1:pos:R:3 method="wB97M-V/def2-TZVPD" total_charge=0 e_homo_ev=-8.2 lumo_ev=0.749 e_above_lowest_kcal_mol=103.6 homo_lumo_gap_ev=9.0
O -0.5422 0.7636 0.3755
C 0.1715 0.5962 -0.8200
B -0.8542 -0.0756 1.2780
H 0.5128 -0.4438 -0.8967
H 0.0572 -2.1725 0.6805
H -0.4888 0.8382 -1.6568
H 1.0229 1.2803 -0.8210
H -1.4574 0.0305 2.2527



# 8
18
Properties=species:S:1:pos:R:3 method="wB97M-V/def2-TZVPD" total_charge=0 e_homo_ev=-8.7 lumo_ev=0.706 e_above_lowest_kcal_mol=226.9 homo_lumo_gap_ev=9.4
O -0.4059 -0.0508 -2.4031
O 0.1444 -0.6099 0.1453
N -0.3606 1.6285 0.3748
N 0.4296 0.7915 -1.5132
C 0.1097 0.5715 -0.2260
C 0.3337 -2.3534 1.8035
C -0.1350 2.1716 -1.9786
C 0.0761 -0.8734 1.7283
H 1.2513 -2.7929 0.9646
H -1.0181 2.3857 -1.5470
H -0.4283 2.1340 -3.2406
H 0.4718 -0.5280 -2.9591
H 0.8920 -0.3056 2.1454
H -0.7382 -0.7319 2.2957
H -1.2703 1.3204 1.3379
H 0.8326 -2.6295 2.9307
H -0.7838 -2.9806 1.6755
H 0.5991 2.8529 -1.5339



# 9
17
Properties=species:S:1:pos:R:3 method="wB97M-V/def2-TZVPD" total_charge=-1 e_homo_ev=-3.1 lumo_ev=4.310 e_above_lowest_kcal_mol=71.0 homo_lumo_gap_ev=7.4
O -1.1511 1.7982 -0.5960
N 1.7628 1.1385 -0.4228
N -2.2079 1.1075 -0.4755
N -2.1098 0.0582 0.2737
C 1.7806 0.0094 -1.3246
C 1.5533 0.6931 0.8938
C -3.3655 -0.6483 0.3994
H 0.5190 0.9770 1.1316
H 2.0737 0.4088 -2.2834
H -3.2366 -1.6744 0.0522
H 2.5291 -0.6279 -1.0380
H -4.2598 -0.3147 -0.2664
H -3.6797 -0.6235 1.4282
H 2.2444 1.2530 1.5456
H 1.6129 -0.4330 0.9837
H 0.8634 -0.4656 -1.3933
H 0.8945 1.6776 -0.5964



# 10
15
Properties=species:S:1:pos:R:3 method="wB97M-V/def2-TZVPD" total_charge=0 e_homo_ev=-8.3 smiles="C=C(N)O.C1=NC1" lumo_ev=0.715 e_above_lowest_kcal_mol=87.3 homo_lumo_gap_ev=9.0
O 0.6289 -0.2414 1.9940
N -0.0404 1.2063 -2.2466
N -1.1905 -1.0561 0.9651
C 0.1973 -0.9819 0.9371
C -0.9047 1.7821 -1.1305
C 0.9957 -1.5064 -0.0015
C 0.5330 1.6745 -1.2369
H 1.5372 1.8146 -0.8550
H 0.5795 -2.0682 -0.8277
H 1.5924 -0.2067 1.9594
H -1.5650 -1.8123 0.4101
H -1.5581 -1.0607 1.9073
H 2.0667 -1.3354 0.0020
H -1.4633 1.0688 -0.5265
H -1.4088 2.7229 -1.3502



Number 1: strongest force on any atom 0.01013 hartree/bohr. Number 2: strongest force on any atom 0.02621 hartree/bohr. Number 3: strongest force on any atom 0.14912 hartree/bohr. Number 4: strongest force on any atom 0.03909 hartree/bohr. Number 5: strongest force on any atom 0.09097 hartree/bohr. Number 6: strongest force on any atom 0.10746 hartree/bohr. Number 7: strongest force on any atom 0.06218 hartree/bohr. Number 8: strongest force on any atom 0.12920 hartree/bohr. Number 9: strongest force on any atom 0.06318 hartree/bohr. Number 10: strongest force on any atom 0.01004 hartree/bohr.